## 1
C6H16 | wB97M-V/def2-TZVPD

Its frontier orbital gap is 12.074 eV. The highest occupied orbital energy comes out at -0.4044 Eh.

```
! RIJCOSX wB97M-V def2-TZVPD def2/J DEFGRID3
* xyz 0 1
C -2.23 0.40 1.08
C -0.91 1.00 0.58
C -0.97 1.14 -0.98
C -0.72 2.37 1.21
H -3.06 0.84 0.55
H -2.42 0.65 2.12
H -2.22 -0.68 0.93
H -0.05 0.35 0.74
H -2.01 1.13 -1.32
H -0.62 2.12 -1.27
H -0.39 0.36 -1.47
H -0.48 2.28 2.28
H 0.04 3.01 0.77
H -1.69 2.86 1.26
C 2.55 -2.91 -0.73
C 1.87 -1.52 -0.85
H 3.18 -3.02 -1.62
H 3.11 -3.05 0.19
H 1.85 -3.74 -0.84
H 2.46 -0.85 -0.24
H 1.85 -1.28 -1.91
H 0.85 -1.47 -0.48
*
```

Computed Löwdin charges, given in elementary charges: number 1, C, carries -0.10; number 2, C, carries -0.46; number 3, C, carries -0.07; number 4, C, carries -0.10; number 5, H, carries 0.07; number 6, H, carries 0.07; number 7, H, carries 0.08; number 8, H, carries 0.10; number 9, H, carries 0.07; number 10, H, carries 0.06; number 11, H, carries 0.05; number 12, H, carries 0.08; number 13, H, carries 0.07; number 14, H, carries 0.08; number 15, C, carries -0.16; number 16, C, carries -0.16; number 17, H, carries 0.06; number 18, H, carries 0.06; number 19, H, carries 0.06; number 20, H, carries 0.06; number 21, H, carries 0.06; number 22, H, carries 0.04


## 2
C6H16 | wB97M-V/def2-TZVPD

Its frontier orbital gap is 11.893 eV. The highest occupied orbital energy comes out at -0.3980 Eh.

```
! RIJCOSX wB97M-V def2-TZVPD def2/J DEFGRID3
* xyz 0 1
C -0.93 -0.02 -1.74
C -1.23 -0.80 -0.48
C -1.32 0.23 0.65
C -2.50 -1.65 -0.49
H -1.50 0.92 -1.87
H -0.91 -0.68 -2.62
H -0.12 0.74 -1.65
H -0.36 -1.46 -0.34
H -2.30 0.75 0.60
H -1.26 -0.04 1.69
H -0.65 1.04 0.41
H -3.36 -0.98 -0.55
H -2.51 -2.30 -1.37
H -2.68 -2.28 0.39
C 2.47 0.19 0.62
C 2.94 1.44 1.33
H 2.82 0.06 -0.42
H 2.73 -0.66 1.26
H 1.45 0.12 0.25
H 2.12 2.15 1.23
H 3.75 1.92 0.77
H 3.37 1.29 2.33
*
```

Computed Löwdin charges, given in elementary charges: number 1, C, carries -0.11; number 2, C, carries -0.50; number 3, C, carries -0.11; number 4, C, carries -0.09; number 5, H, carries 0.08; number 6, H, carries 0.08; number 7, H, carries 0.07; number 8, H, carries 0.12; number 9, H, carries 0.09; number 10, H, carries 0.07; number 11, H, carries 0.05; number 12, H, carries 0.07; number 13, H, carries 0.07; number 14, H, carries 0.08; number 15, C, carries -0.17; number 16, C, carries -0.16; number 17, H, carries 0.07; number 18, H, carries 0.07; number 19, H, carries 0.02; number 20, H, carries 0.06; number 21, H, carries 0.06; number 22, H, carries 0.07


Most stable to least stable, the ends of the list are 1 and 2.


## 1
C2H4N6 | wB97M-V/def2-TZVPD

Its frontier orbital gap is 9.706 eV. The highest occupied orbital energy comes out at -0.3418 Eh.

```
! RIJCOSX wB97M-V def2-TZVPD def2/J DEFGRID3
* xyz 0 1
H -0.12 -0.61 2.86
N 0.12 -0.32 1.84
C -0.68 -0.98 1.08
N -0.73 -0.77 -0.26
C -0.07 0.28 -0.71
N -0.32 0.62 -2.07
N 0.66 1.47 -2.33
N 1.59 1.47 -1.39
N 1.07 0.71 -0.31
H -1.71 -1.43 1.56
H -1.65 -0.76 -0.77
H 1.84 0.32 0.51
*
```

Computed Löwdin charges, given in elementary charges: number 1, H, carries 0.09; number 2, N, carries 0.05; number 3, C, carries -0.30; number 4, N, carries 0.06; number 5, C, carries -0.48; number 6, N, carries 0.04; number 7, N, carries -0.08; number 8, N, carries -0.02; number 9, N, carries 0.04; number 10, H, carries 0.17; number 11, H, carries 0.17; number 12, H, carries 0.26


## 2
C2H4N6 | wB97M-V/def2-TZVPD

Its frontier orbital gap is 9.138 eV. The highest occupied orbital energy comes out at -0.3359 Eh.

```
! RIJCOSX wB97M-V def2-TZVPD def2/J DEFGRID3
* xyz 0 1
H -3.09 1.04 -0.15
N -3.02 -0.03 0.09
C -1.78 -0.07 0.07
N -0.95 -1.09 0.05
C 0.30 -0.94 -0.16
N 0.88 0.33 -0.07
N 2.26 0.15 0.20
N 0.15 1.50 -0.02
N -1.04 1.27 0.08
H 1.05 -1.83 -0.15
H 2.68 -0.73 0.89
H 2.57 0.40 -0.82
*
```

Computed Löwdin charges, given in elementary charges: number 1, H, carries 0.09; number 2, N, carries 0.14; number 3, C, carries -0.54; number 4, N, carries 0.11; number 5, C, carries -0.13; number 6, N, carries -0.24; number 7, N, carries -0.02; number 8, N, carries 0.06; number 9, N, carries 0.05; number 10, H, carries 0.15; number 11, H, carries 0.20; number 12, H, carries 0.13


## 3
C2H4N6 | wB97M-V/def2-TZVPD

Its frontier orbital gap is 9.984 eV. The highest occupied orbital energy comes out at -0.3658 Eh.

```
! RIJCOSX wB97M-V def2-TZVPD def2/J DEFGRID3
* xyz 0 1
H -0.86 2.45 1.62
N -0.38 2.35 0.69
C -0.24 1.13 0.50
N -0.63 0.20 1.47
N -0.43 -1.00 1.30
N 0.25 -1.45 0.18
C 0.42 -0.67 -1.02
N 0.78 -1.25 -2.06
H 0.90 -0.65 -2.85
N 0.17 0.64 -0.77
H 0.40 -2.42 0.14
H 0.16 1.35 -1.49
*
```

Computed Löwdin charges, given in elementary charges: number 1, H, carries 0.08; number 2, N, carries 0.14; number 3, C, carries -0.48; number 4, N, carries 0.05; number 5, N, carries 0.02; number 6, N, carries 0.08; number 7, C, carries -0.48; number 8, N, carries 0.14; number 9, H, carries 0.05; number 10, N, carries 0.16; number 11, H, carries 0.11; number 12, H, carries 0.15


Most stable to least stable, the ends of the list are 3 and 2.


## 1
C2H5OP | wB97M-V/def2-TZVPD

Its frontier orbital gap is 11.169 eV. The highest occupied orbital energy comes out at -0.3694 Eh.

```
! RIJCOSX wB97M-V def2-TZVPD def2/J DEFGRID3
* xyz 0 1
O 2.10 0.05 0.37
P 0.91 0.00 -0.54
C -0.40 0.92 0.18
C -0.44 -0.94 0.13
H 0.95 -0.06 -2.00
H -1.25 1.49 -0.12
H -0.07 1.32 1.24
H -0.42 -1.38 1.11
H -1.37 -1.39 -0.37
*
```

Computed Löwdin charges, given in elementary charges: number 1, O, carries -0.41; number 2, P, carries 0.54; number 3, C, carries -0.21; number 4, C, carries -0.20; number 5, H, carries 0.04; number 6, H, carries 0.03; number 7, H, carries 0.10; number 8, H, carries 0.04; number 9, H, carries 0.07


## 2
C2H5OP | wB97M-V/def2-TZVPD

Its frontier orbital gap (alpha / beta) is 7.209 / 7.867 eV. The highest occupied orbital energy (alpha / beta) comes out at -0.2976 / -0.3059 Eh.

```
! RIJCOSX wB97M-V def2-TZVPD def2/J DEFGRID3
* xyz 0 1
C 0.82 0.96 -0.14
C 0.13 -0.36 -0.41
O 0.60 -1.48 0.25
P -1.73 0.31 0.14
H 0.99 1.47 0.78
H 0.65 1.60 -1.01
H 0.01 -0.42 -1.50
H 0.04 -2.24 0.27
H -1.51 0.16 1.63
*
```

Computed Löwdin charges, given in elementary charges: number 1, C, carries 0.02; number 2, C, carries -0.75; number 3, O, carries -0.08; number 4, P, carries 0.74; number 5, H, carries 0.03; number 6, H, carries 0.04; number 7, H, carries 0.07; number 8, H, carries 0.07; number 9, H, carries -0.15


## 3
C2H5OP | wB97M-V/def2-TZVPD

Its frontier orbital gap is 9.492 eV. The highest occupied orbital energy comes out at -0.3230 Eh.

```
! RIJCOSX wB97M-V def2-TZVPD def2/J DEFGRID3
* xyz 0 1
H -2.74 -0.86 -1.27
P -2.48 -0.51 0.01
C -0.84 -0.39 -0.23
O 0.03 0.01 0.77
C 1.28 0.46 0.48
H -0.42 -0.62 -1.12
H 1.41 1.52 0.69
H 1.73 0.43 -0.57
H 2.02 -0.04 1.22
*
```

Computed Löwdin charges, given in elementary charges: number 1, H, carries -0.19; number 2, P, carries 0.82; number 3, C, carries -0.55; number 4, O, carries -0.22; number 5, C, carries -0.17; number 6, H, carries 0.01; number 7, H, carries 0.07; number 8, H, carries 0.11; number 9, H, carries 0.12


Most stable to least stable, the ends of the list are 1 and 2.